Computed, not measured: a cluster of 10 separate species, C36H75ClFN12O11 in total at a distorted geometry, with the ωB97M-V functional and the def2-TZVPD basis.

Geometry as XYZ:
```
136
Properties=species:S:1:pos:R:3:lowdin_charge:R:1
C 3.8043 -1.4513 -0.1046 -0.1064
C 3.5313 -0.4055 -1.2390 -0.1180
C 3.0489 0.9493 -0.6316 -0.4733
O 3.7130 1.5374 0.1573 0.1296
O 1.8203 1.4121 -1.0849 -0.0343
C 1.1056 1.9941 0.0307 -0.1529
C -0.4051 2.2253 -0.2809 -0.0705
C -1.2476 0.9424 -0.2246 -0.0457
C -2.0884 0.6096 0.8913 0.0831
C -2.7864 -0.6489 0.6598 -0.5025
Cl -3.8901 -1.2680 1.9041 0.7627
N -2.6354 -1.3658 -0.4513 -0.1979
N -3.4000 -2.5350 -0.5592 0.0924
N -1.8529 -1.1310 -1.4879 0.2399
C -1.2126 -0.0051 -1.3124 -0.2224
F -0.3905 0.3091 -2.3223 0.1355
H 2.8944 -1.9568 0.2601 0.0540
H 4.4742 -2.2275 -0.5298 0.0729
H 4.3197 -0.9379 0.7415 0.0830
H 2.7355 -0.8024 -1.9089 0.1091
H 4.4798 -0.1899 -1.7796 0.1228
H 1.5600 2.9983 0.2204 0.1373
H 1.2641 1.4137 0.9705 0.1481
H -0.7830 2.8963 0.5294 0.1386
H -0.5009 2.7593 -1.2553 0.1452
H -2.2082 1.2484 1.7799 0.1344
H -2.9296 -3.1901 -1.1842 0.1212
H -4.3260 -2.3113 -0.9303 0.1206
C 3.2088 4.1930 3.1217 -0.0031
C 1.7433 4.2325 3.4726 -0.5563
O 1.0931 3.2144 3.6975 -0.0106
N 1.1471 5.4496 3.5325 0.0048
C 1.7483 6.7509 3.2993 -0.0667
H 3.5484 3.1592 3.1093 0.0817
H 3.3660 4.6215 2.1307 0.0849
H 3.7920 4.7409 3.8625 0.0813
H 0.1679 5.4068 3.7707 0.1326
H 1.6285 7.3502 4.2042 0.0879
H 1.2143 7.2346 2.4776 0.0686
H 2.8038 6.6788 3.0512 0.0401
C -6.4452 1.5978 1.1480 -0.0135
C -5.5922 2.4688 2.0142 -0.5517
O -4.3783 2.5438 1.8524 -0.0044
N -6.2001 3.1731 2.9949 0.0171
C -7.6124 3.2041 3.3312 -0.0585
H -5.8162 1.0996 0.4123 0.0701
H -6.9369 0.8373 1.7558 0.0762
H -7.1931 2.1902 0.6205 0.0940
H -5.5640 3.7356 3.5405 0.1440
H -7.9687 4.2317 3.2436 0.0883
H -7.7312 2.8756 4.3653 0.0865
H -8.2013 2.5629 2.6797 0.0622
C 3.0202 -5.2272 -2.5938 -0.0045
C 2.7192 -4.9460 -1.1434 -0.5286
O 2.7085 -3.8031 -0.6909 -0.0199
N 2.4582 -6.0023 -0.3396 0.0155
C 2.4263 -7.4165 -0.6879 -0.0859
H 3.2086 -4.2879 -3.1095 0.0804
H 3.9090 -5.8539 -2.6796 0.0877
H 2.1684 -5.7180 -3.0673 0.0843
H 2.2665 -5.7405 0.6156 0.1403
H 1.4352 -7.8086 -0.4616 0.0830
H 3.1605 -7.9393 -0.0776 0.0852
H 2.6473 -7.5837 -1.7357 0.0628
C 6.7147 8.2455 4.1648 -0.0095
C 5.8256 7.8194 3.0230 -0.5279
O 4.8551 7.0866 3.1932 0.0012
N 6.1262 8.2708 1.7850 0.0163
C 7.2183 9.1342 1.3889 -0.0723
H 6.3474 7.8054 5.0894 0.0813
H 7.7355 7.8981 3.9977 0.0846
H 6.7004 9.3316 4.2686 0.0848
H 5.4864 7.9457 1.0649 0.0858
H 6.8029 10.0307 0.9243 0.0849
H 7.8308 8.6072 0.6543 0.0832
H 7.8388 9.4222 2.2327 0.0714
C 3.0628 -10.6520 -3.4237 -0.0069
C 2.3116 -10.8780 -2.1355 -0.5359
O 2.4290 -10.1257 -1.1739 0.0029
N 1.4902 -11.9527 -2.0669 0.0147
C 1.2216 -12.9508 -3.0909 -0.0738
H 3.6772 -9.7591 -3.3288 0.0778
H 3.7157 -11.5005 -3.6332 0.0879
H 2.3627 -10.5053 -4.2479 0.0846
H 1.0216 -12.0420 -1.1782 0.1411
H 0.1517 -12.9419 -3.3092 0.0850
H 1.4941 -13.9273 -2.7032 0.0659
H 1.7771 -12.7584 -4.0041 0.0788
C -9.6187 -1.2919 2.3648 -0.0106
C -10.1918 0.0689 2.0573 -0.5535
O -9.7133 0.7972 1.1966 0.0104
N -11.2717 0.4744 2.7714 0.0084
C -11.9749 -0.2385 3.8220 -0.0695
H -8.7643 -1.4754 1.7169 0.0770
H -9.2827 -1.3343 3.4024 0.0857
H -10.3650 -2.0660 2.1809 0.0881
H -11.6014 1.3924 2.5128 0.1425
H -13.0158 -0.3659 3.5207 0.0869
H -11.9418 0.3610 4.7333 0.0853
H -11.5365 -1.2123 4.0174 0.0742
C -0.2567 -15.7051 -5.7468 -0.0067
C -0.2858 -15.9198 -4.2546 -0.5443
O 0.6960 -15.7272 -3.5513 0.0059
N -1.4522 -16.3410 -3.6992 0.0072
C -2.7125 -16.6220 -4.3601 -0.0741
H 0.7358 -15.3716 -6.0413 0.0843
H -0.4765 -16.6389 -6.2666 0.0870
H -0.9791 -14.9382 -6.0318 0.0850
H -1.3985 -16.4637 -2.6992 0.1415
H -3.4816 -15.9739 -3.9359 0.0831
H -2.9826 -17.6621 -4.1694 0.0852
H -2.6557 -16.4571 -5.4317 0.0736
C 5.1513 5.8316 -2.1028 -0.0003
C 4.9612 7.2914 -1.7797 -0.5242
O 4.7594 7.6834 -0.6358 0.0115
N 5.0192 8.1787 -2.8016 0.0137
C 5.2460 7.9139 -4.2097 -0.0691
H 5.0782 5.2490 -1.1869 0.0840
H 4.3749 5.4938 -2.7912 0.0859
H 6.1374 5.6676 -2.5399 0.0887
H 4.8830 9.1356 -2.5105 0.1452
H 6.1387 8.4553 -4.5270 0.0863
H 4.3892 8.2825 -4.7763 0.0861
H 5.3791 6.8550 -4.4085 0.0741
C 0.5885 9.8826 0.8977 -0.0184
C 0.0198 11.2435 0.5821 -0.5562
O 0.5369 11.9888 -0.2339 0.0313
N -1.1067 11.6275 1.2432 0.0011
C -1.8595 10.8901 2.2383 -0.0801
H 1.4803 9.7172 0.2973 0.0828
H 0.8659 9.8248 1.9518 0.0796
H -0.1398 9.1057 0.6567 0.0820
H -1.4300 12.5469 0.9827 0.1401
H -2.8814 10.7580 1.8770 0.0816
H -1.8839 11.4728 3.1613 0.0834
H -1.4221 9.9169 2.4404 0.0695
```

Properties
maximum force: 3.57 eV/Å
energy above the lowest of the compared OMol25 structures with the same formula, charge and spin: 0.0 kcal/mol
frontier orbital gap: 6.062 eV
charge: +1
E_tot: -94187.595 eV
highest occupied orbital energy: -10.17 eV

---

Computed, not measured: a structure of composition C36H76BeClN4O8 at a distorted geometry, with the ωB97M-V functional and the def2-TZVPD basis.

Geometry as XYZ:
```
126
Properties=species:S:1:pos:R:3:lowdin_charge:R:1
Be 3.2930 -10.5120 4.5760 0.9691
Cl 1.2268 -9.3468 6.2807 0.7572
O 1.6144 -8.2383 7.1291 -0.2479
O -0.0678 -9.8360 6.3774 -0.2928
O 1.5375 -9.2036 4.8831 -0.4109
O 1.9886 -10.5008 6.5798 -0.2771
C 4.9240 -10.5729 0.7006 -0.0171
C 4.9559 -10.4779 2.2002 -0.5117
C 6.2796 -9.7423 2.5101 -0.1125
C 6.3185 -8.2799 2.0010 -0.1577
C 5.2310 -7.5322 2.6934 -0.1203
C 3.7935 -8.1765 2.6323 -0.3795
N 3.9094 -9.6217 2.8343 -0.0487
O 2.6606 -10.1878 2.8222 0.0123
C 3.1053 -7.5391 3.8220 -0.1839
C 3.0576 -7.7218 1.3753 0.0133
C 5.1430 -11.8992 2.7064 -0.0204
H 3.9658 -11.0757 0.5694 0.0966
H 5.7161 -11.0952 0.1641 0.1197
H 4.7892 -9.6133 0.2014 0.0751
H 6.5357 -9.8958 3.5584 0.1249
H 7.0342 -10.3075 1.9632 0.1282
H 6.1596 -8.1424 0.9315 0.1137
H 7.2970 -7.8003 2.0278 0.1288
H 5.2205 -6.5293 2.2666 0.1407
H 5.5237 -7.5624 3.7429 0.1167
H 3.4281 -7.8169 4.8253 0.0637
H 3.1693 -6.4510 3.8293 0.0497
H 2.0433 -7.7843 3.8082 0.0437
H 3.0186 -6.6396 1.2512 0.1338
H 3.4175 -8.1700 0.4491 0.0929
H 2.0330 -8.0841 1.4602 0.0326
H 4.1717 -12.3697 2.8591 0.0804
H 5.4593 -11.9843 3.7460 0.0851
H 5.8067 -12.4964 2.0813 0.1224
H 2.4315 -10.1779 1.8899 0.1451
C 4.4076 -5.5843 7.1463 -0.0258
C 3.4900 -5.3188 5.9206 -0.3874
C 2.6325 -6.5687 5.9491 -0.1821
C 1.4238 -6.5174 4.9740 -0.2832
C 0.6272 -5.2788 5.4554 -0.1031
C 1.3775 -3.9232 5.4793 -0.4507
N 2.6008 -4.1327 6.2601 -0.1176
O 3.2430 -2.9348 6.4296 -0.0014
C 1.5624 -3.3760 3.9816 0.0224
C 0.4628 -3.0283 6.3041 -0.0400
C 4.4048 -5.2554 4.6349 0.0025
H 5.0169 -6.4787 7.0160 0.0822
H 3.8509 -5.6550 8.0808 0.0941
H 5.1574 -4.7962 7.2149 0.0828
H 3.2554 -7.4314 5.7128 0.0644
H 2.1832 -6.5834 6.9421 0.1115
H 0.8888 -7.4608 5.0822 0.0865
H 1.7526 -6.3566 3.9473 0.0304
H 0.1160 -5.5012 6.3920 0.1361
H -0.1445 -5.1671 4.6937 0.0675
H 1.7551 -4.1753 3.2660 0.0592
H 0.6234 -2.8827 3.7305 0.0809
H 2.2778 -2.5572 3.9051 0.0794
H 0.8201 -2.0022 6.2178 0.0835
H -0.5280 -3.0272 5.8496 0.0884
H 0.3422 -3.2238 7.3696 0.0945
H 3.8677 -5.6388 3.7673 0.0340
H 5.2885 -5.8803 4.7639 0.0830
H 4.7044 -4.2283 4.4264 0.1016
H 3.0082 -2.6969 7.3295 0.1121
C 0.6692 -6.7372 2.8191 -0.0772
C -0.4999 -7.6413 2.1886 -0.3680
C -0.3997 -9.1094 2.8404 -0.0484
C -1.1985 -9.3106 4.1757 -0.1383
C -2.6849 -8.7013 4.0943 -0.1175
C -2.6424 -7.3055 3.5005 -0.4568
N -1.8740 -7.1561 2.2669 -0.1531
O -1.9681 -5.9700 1.6643 0.0112
C -4.1140 -6.9306 3.1350 -0.0268
C -2.1384 -6.3016 4.5745 0.0034
C -0.1028 -7.8024 0.6844 -0.0388
H 0.3619 -6.5382 3.8458 0.0266
H 0.4433 -5.7228 2.4902 0.1216
H 1.6717 -7.1566 2.9038 0.0174
H -0.6913 -9.8344 2.0805 0.1170
H 0.6597 -9.2502 3.0550 0.0621
H -0.6452 -8.9169 5.0283 0.0580
H -1.3252 -10.3526 4.4696 0.0642
H -3.1484 -8.8450 5.0703 0.0286
H -3.3359 -9.3205 3.4772 0.1335
H -4.8321 -7.2585 3.8866 0.0852
H -4.2351 -5.8691 2.9190 0.0838
H -4.4532 -7.5099 2.2764 0.0847
H -1.3463 -6.7688 5.1597 0.0732
H -1.7256 -5.3848 4.1536 0.0763
H -3.0391 -5.9466 5.0752 0.0952
H 0.7823 -8.4103 0.4971 0.0528
H 0.0312 -6.8468 0.1774 0.0870
H -0.9744 -8.2315 0.1901 0.0878
H -2.6887 -6.0498 1.0351 0.1192
C -0.9717 -9.6967 9.6730 -0.0264
C -2.2090 -10.0784 8.8872 -0.4980
C -2.5589 -8.8743 8.0085 -0.1623
C -3.6490 -9.0540 7.0138 -0.1109
C -2.9474 -10.1277 6.0658 -0.2155
C -2.6533 -11.4872 6.6778 -0.4277
N -1.8296 -11.1408 7.9289 -0.0748
O -1.3916 -12.3198 8.6366 -0.0108
C -4.0039 -12.2639 6.9176 -0.0040
C -1.7543 -12.1595 5.6902 -0.0421
C -3.3964 -10.3186 9.9054 0.0007
H -1.2455 -9.1016 10.5443 0.0895
H -0.2119 -9.1996 9.0698 0.0700
H -0.5863 -10.6016 10.1427 0.0849
H -2.9881 -8.1574 8.7085 0.1209
H -1.7188 -8.3419 7.5625 0.1167
H -3.8610 -8.2202 6.3445 0.1038
H -4.6072 -9.3483 7.4420 0.1158
H -2.0015 -9.7315 5.6966 0.0358
H -3.6650 -10.2197 5.2505 0.1260
H -4.7988 -11.7581 7.4656 0.0702
H -4.4096 -12.7558 6.0336 0.0819
H -3.7214 -13.1858 7.4260 0.0735
H -1.3541 -13.1395 5.9502 0.0953
H -2.0768 -12.3102 4.6600 0.1014
H -0.9118 -11.4924 5.5079 0.0519
H -3.2181 -11.1737 10.5574 0.0817
H -4.1961 -10.5835 9.2136 0.0565
H -3.6743 -9.4169 10.4511 0.0905
H -2.1880 -12.4312 9.1610 0.0699
```

Properties
maximum force: 6.94 eV/Å
energy above the lowest of the compared OMol25 structures with the same formula, charge and spin: 305.0 kcal/mol
frontier orbital gap: 3.492 eV
charge: +1
E_tot: -73790.144 eV
highest occupied orbital energy: -9.85 eV